(1)
C6H9N | the ωB97M-V functional and the def2-TZVPD basis

The geometry in ORCA input format:
```
! wB97M-V def2-TZVPD RIJCOSX def2/J DEFGRID3
* xyz 0 1
C -1.132 0.392 -0.082
C -1.913 -0.468 -0.647
C 0.170 0.908 0.086
C -2.394 -1.688 0.158
C 1.419 0.185 -0.088
C 0.152 2.167 0.293
N -2.156 1.177 -0.246
H -3.218 -2.344 -0.227
H -2.738 -1.302 1.160
H -1.430 -2.305 0.285
H 1.850 0.011 -1.025
H 1.523 -0.672 0.472
H 2.094 0.824 0.472
H -2.132 1.461 0.659
H -0.801 2.577 0.172
H 1.150 2.601 0.318
*
```

Calculated values
Relative energy (zero: lowest compared OMol25 entry of this formula, charge and spin), kcal/mol: 159.48
Largest force on an atom, eV/Å: 5.71
SMILES: C=C(C)C1=C(C)N1
LUMO energy, eV: 0.189
HOMO level, eV: -8.27
Orbital gap, eV: 8.46

Results of the natural (NBO) charge analysis, in e, for atoms 1 through 8: number 1, C, carries 0.15; number 2, C, carries 0.11; number 3, C, carries -0.08; number 4, C, carries -0.66; number 5, C, carries -0.63; number 6, C, carries -0.32; number 7, N, carries -0.62; number 8, H, carries 0.22

***

(2)
C6H9N | the ωB97M-V functional and the def2-TZVPD basis

The geometry in ORCA input format:
```
! wB97M-V def2-TZVPD RIJCOSX def2/J DEFGRID3
* xyz 0 1
C -2.349 -0.798 0.475
C -1.102 -0.002 0.155
C 0.076 0.077 1.063
C 1.151 0.236 0.159
C 2.547 0.594 0.569
C 0.722 0.056 -1.157
N -0.594 -0.149 -1.207
H -2.181 -1.876 0.431
H -2.678 -0.545 1.485
H -3.161 -0.550 -0.217
H -1.335 1.075 0.276
H 3.271 0.545 -0.249
H 2.888 -0.065 1.368
H 2.586 1.610 0.971
H 1.297 0.082 -2.081
H -1.137 -0.290 -2.043
*
```

Calculated values
Relative energy (zero: lowest compared OMol25 entry of this formula, charge and spin), kcal/mol: 68.73
Largest force on an atom, eV/Å: 0.49
LUMO energy, eV: 0.521
HOMO level, eV: -7.77
Orbital gap, eV: 8.29

Results of the natural (NBO) charge analysis, in e, for atoms 1 through 8: number 1, C, carries -0.60; number 2, C, carries -0.20; number 3, C, carries -0.08; number 4, C, carries -0.26; number 5, C, carries -0.62; number 6, C, carries 0.12; number 7, N, carries -0.53; number 8, H, carries 0.21

***

(3)
C6H9N | the ωB97M-V functional and the def2-TZVPD basis

The geometry in ORCA input format:
```
! wB97M-V def2-TZVPD RIJCOSX def2/J DEFGRID3
* xyz 0 1
C -1.160 1.355 -0.182
C 0.135 0.596 -0.076
C 0.318 -0.729 -0.045
C -0.966 -1.866 0.384
C 0.820 -1.931 0.210
C 2.538 0.943 -0.320
N 1.332 1.402 -0.056
H -2.020 0.710 0.024
H -1.306 1.798 -1.178
H -1.197 2.178 0.549
H -1.007 -2.928 0.118
H -1.690 -1.390 -0.296
H -1.237 -1.718 1.430
H 1.097 -2.590 -0.619
H 3.226 1.802 -0.157
H 1.117 2.368 0.212
*
```

Calculated values
Relative energy (zero: lowest compared OMol25 entry of this formula, charge and spin), kcal/mol: 163.75
Largest force on an atom, eV/Å: 0.70
LUMO energy, eV: 0.791
HOMO level, eV: -7.46
Orbital gap, eV: 8.25

Results of the natural (NBO) charge analysis, in e, for atoms 1 through 8: number 1, C, carries -0.63; number 2, C, carries -0.03; number 3, C, carries 0.11; number 4, C, carries -0.60; number 5, C, carries -0.27; number 6, C, carries -0.11; number 7, N, carries -0.54; number 8, H, carries 0.22

***

(4)
C6H9N | the ωB97M-V functional and the def2-TZVPD basis

The geometry in ORCA input format:
```
! wB97M-V def2-TZVPD RIJCOSX def2/J DEFGRID3
* xyz 0 1
C 1.777 1.056 -1.025
C 1.341 -0.323 -0.587
C -0.120 -0.389 -0.095
C -0.688 -1.456 0.718
N -1.985 -1.162 1.024
C -2.135 0.250 0.673
C -0.975 0.818 0.236
H 2.852 1.016 -1.313
H 1.163 1.505 -1.953
H 1.391 1.802 -0.254
H 1.694 -1.066 -1.290
H 2.043 -0.663 0.308
H 0.072 -2.062 1.242
H -2.588 -1.829 1.687
H -3.095 0.623 0.606
H -0.747 1.880 0.022
*
```

Calculated values
Relative energy (zero: lowest compared OMol25 entry of this formula, charge and spin), kcal/mol: 65.64
Largest force on an atom, eV/Å: 3.89
SMILES: CCc1cc[nH]c1
LUMO energy, eV: 1.001
HOMO level, eV: -7.64
Orbital gap, eV: 8.64

Results of the natural (NBO) charge analysis, in e, for atoms 1 through 8: number 1, C, carries -0.61; number 2, C, carries -0.43; number 3, C, carries -0.08; number 4, C, carries -0.08; number 5, N, carries -0.55; number 6, C, carries -0.07; number 7, C, carries -0.30; number 8, H, carries 0.22

***

(5)
C6H9N | the ωB97M-V functional and the def2-TZVPD basis

The geometry in ORCA input format:
```
! wB97M-V def2-TZVPD RIJCOSX def2/J DEFGRID3
* xyz 0 1
C 1.910 0.393 0.067
N 0.870 -0.542 -0.334
C -0.017 -1.073 0.673
C -1.424 0.008 0.656
C -1.012 1.070 -0.202
C -0.329 -0.044 -1.050
C -1.191 -1.088 -0.258
H 1.560 1.205 0.725
H 2.359 0.836 -0.830
H 2.695 -0.158 0.599
H 0.274 -1.859 1.370
H -1.232 -0.218 1.853
H -0.459 1.953 0.110
H -1.948 1.364 -0.692
H -0.233 0.063 -2.131
H -1.823 -1.909 -0.555
*
```

Calculated values
Relative energy (zero: lowest compared OMol25 entry of this formula, charge and spin), kcal/mol: 117.98
Largest force on an atom, eV/Å: 8.26
LUMO energy, eV: 1.176
HOMO level, eV: -7.68
Orbital gap, eV: 8.86

Results of the natural (NBO) charge analysis, in e, for atoms 1 through 8: number 1, C, carries -0.42; number 2, N, carries -0.41; number 3, C, carries -0.08; number 4, C, carries -0.25; number 5, C, carries -0.46; number 6, C, carries -0.02; number 7, C, carries -0.27; number 8, H, carries 0.17

***

(6)
C6H9N | the ωB97M-V functional and the def2-TZVPD basis

The geometry in ORCA input format:
```
! wB97M-V def2-TZVPD RIJCOSX def2/J DEFGRID3
* xyz 0 1
C 3.356 0.454 0.246
C 2.007 -0.042 -0.032
C 0.899 -0.455 -0.263
C -0.453 -0.923 -0.593
N -1.412 -0.619 0.464
C -2.739 -0.247 0.005
C -1.812 0.770 0.559
H 3.872 0.723 -0.681
H 3.955 -0.305 0.760
H 3.321 1.344 0.882
H -0.751 -0.473 -1.558
H -0.446 -2.010 -0.737
H -3.572 -0.624 0.592
H -2.913 -0.219 -1.072
H -1.366 1.478 -0.140
H -1.946 1.149 1.570
*
```

Calculated values
Relative energy (zero: lowest compared OMol25 entry of this formula, charge and spin), kcal/mol: 72.95
Largest force on an atom, eV/Å: 0.50
SMILES: CC#CCN1CC1
LUMO energy, eV: 1.076
HOMO level, eV: -9.16
Orbital gap, eV: 10.24

Results of the natural (NBO) charge analysis, in e, for atoms 1 through 8: number 1, C, carries -0.68; number 2, C, carries 0.02; number 3, C, carries -0.04; number 4, C, carries -0.29; number 5, N, carries -0.38; number 6, C, carries -0.26; number 7, C, carries -0.26; number 8, H, carries 0.23

***

(7)
C6H9N | the ωB97M-V functional and the def2-TZVPD basis

The geometry in ORCA input format:
```
! wB97M-V def2-TZVPD RIJCOSX def2/J DEFGRID3
* xyz 0 1
C -1.536 1.247 -0.271
C -0.362 0.309 -0.194
C 0.105 -0.525 -1.340
C -0.241 -1.195 -0.043
C 0.869 -1.002 1.045
N 1.944 -0.216 0.626
C 0.769 0.489 0.887
H -1.855 1.589 0.721
H -2.398 0.778 -0.756
H -1.272 2.138 -0.857
H -0.644 -0.665 -2.119
H 1.132 -0.467 -1.693
H -1.010 -1.958 0.029
H 0.903 -1.567 1.972
H 2.889 -0.192 0.319
H 0.708 1.235 1.676
*
```

Calculated values
Relative energy (zero: lowest compared OMol25 entry of this formula, charge and spin), kcal/mol: 96.02
Largest force on an atom, eV/Å: 0.47
SMILES: C[C@]12C[C@H]1[C@H]1N[C@H]12
LUMO energy, eV: 1.194
HOMO level, eV: -8.39
Orbital gap, eV: 9.59

Results of the natural (NBO) charge analysis, in e, for atoms 1 through 8: number 1, C, carries -0.60; number 2, C, carries -0.06; number 3, C, carries -0.41; number 4, C, carries -0.26; number 5, C, carries -0.04; number 6, N, carries -0.67; number 7, C, carries -0.04; number 8, H, carries 0.21

***

(8)
C6H9N | the ωB97M-V functional and the def2-TZVPD basis

The geometry in ORCA input format:
```
! wB97M-V def2-TZVPD RIJCOSX def2/J DEFGRID3
* xyz 0 1
C 2.149 -0.115 -0.226
C 1.132 -0.369 0.714
C -0.030 -1.102 0.303
C -1.010 -0.157 0.209
C -2.371 -0.320 -0.385
C -0.533 1.167 0.709
N 0.684 0.781 1.305
H 2.938 0.600 0.008
H 2.437 -0.890 -0.933
H 1.201 0.763 -0.868
H -0.029 -2.106 -0.107
H -2.550 0.456 -1.136
H -3.135 -0.189 0.390
H -2.505 -1.303 -0.847
H 0.272 1.268 -0.639
H 1.350 1.517 1.502
*
```

Calculated values
Relative energy (zero: lowest compared OMol25 entry of this formula, charge and spin), kcal/mol: 134.33
Largest force on an atom, eV/Å: 0.37
LUMO energy, eV: 0.539
HOMO level, eV: -7.87
Orbital gap, eV: 8.41

Results of the natural (NBO) charge analysis, in e, for atoms 1 through 8: number 1, C, carries -0.50; number 2, C, carries 0.20; number 3, C, carries -0.29; number 4, C, carries -0.01; number 5, C, carries -0.64; number 6, C, carries -0.15; number 7, N, carries -0.56; number 8, H, carries 0.23

***

(9)
C6H9N | the ωB97M-V functional and the def2-TZVPD basis

The geometry in ORCA input format:
```
! wB97M-V def2-TZVPD RIJCOSX def2/J DEFGRID3
* xyz 0 1
C -1.367 -1.565 1.083
C -0.995 -0.312 -0.571
N -1.907 -0.559 0.542
C -0.888 1.187 -0.589
C 0.301 0.384 -0.260
C 1.430 0.442 0.697
C 1.678 0.384 -0.800
H -1.159 -1.529 2.137
H -1.030 -2.425 0.493
H -0.985 -1.000 -1.423
H -1.394 1.664 0.255
H -1.053 1.636 -1.545
H 1.673 -0.448 1.276
H 1.618 1.383 1.206
H 2.000 1.298 -1.298
H 2.077 -0.541 -1.205
*
```

Calculated values
Relative energy (zero: lowest compared OMol25 entry of this formula, charge and spin), kcal/mol: 109.13
Largest force on an atom, eV/Å: 1.69
SMILES: C=N[C@H]1CC12CC2
LUMO energy, eV: 0.866
HOMO level, eV: -8.91
Orbital gap, eV: 9.78

Results of the natural (NBO) charge analysis, in e, for atoms 1 through 8: number 1, C, carries 0.02; number 2, C, carries -0.09; number 3, N, carries -0.44; number 4, C, carries -0.40; number 5, C, carries -0.11; number 6, C, carries -0.40; number 7, C, carries -0.40; number 8, H, carries 0.17

***

(10)
C6H9N | the ωB97M-V functional and the def2-TZVPD basis

The geometry in ORCA input format:
```
! wB97M-V def2-TZVPD RIJCOSX def2/J DEFGRID3
* xyz 0 1
C 2.842 0.520 2.376
C 1.872 0.033 1.406
C 1.067 -0.200 0.539
C 0.120 -0.216 -0.508
C -1.152 0.247 -0.299
C -2.063 0.242 -1.458
N -2.195 -1.176 -1.098
H 2.684 1.588 2.569
H 3.858 0.402 1.986
H 2.778 -0.010 3.330
H -1.232 -1.569 -1.010
H 0.510 -0.024 -1.504
H -1.602 0.436 0.674
H -1.584 0.379 -2.438
H -3.008 0.803 -1.418
H -2.981 -1.445 -0.533
*
```

Calculated values
Relative energy (zero: lowest compared OMol25 entry of this formula, charge and spin), kcal/mol: 102.82
Largest force on an atom, eV/Å: 2.65
LUMO energy, eV: 1.066
HOMO level, eV: -7.17
Orbital gap, eV: 8.23

Results of the natural (NBO) charge analysis, in e, for atoms 1 through 8: number 1, C, carries -0.68; number 2, C, carries -0.02; number 3, C, carries -0.04; number 4, C, carries -0.50; number 5, C, carries -0.03; number 6, C, carries -0.27; number 7, N, carries -0.82; number 8, H, carries 0.22

***

(11)
C6H9N2 | the ωB97M-V functional and the def2-TZVPD basis

The geometry in ORCA input format:
```
! wB97M-V def2-TZVPD RIJCOSX def2/J DEFGRID3
* xyz 1 1
C 0.494 0.227 0.246
C -1.651 0.326 -1.477
C -0.233 -1.029 -0.096
C -1.299 -0.914 -0.940
C 0.161 -2.278 0.630
C 0.694 2.633 -0.019
N 0.078 1.383 -0.168
N -1.209 1.521 -1.261
H 1.511 0.193 0.692
H -2.474 0.277 -2.270
H -1.768 -1.788 -1.222
H 0.056 -2.157 1.852
H 1.336 -2.420 0.453
H -0.483 -3.103 0.278
H -0.147 3.333 -0.092
H 0.988 2.622 1.029
H 1.689 2.821 -0.503
*
```

Calculated values
Relative energy (zero: lowest compared OMol25 entry of this formula, charge and spin), kcal/mol: 86.52
Largest force on an atom, eV/Å: 5.19
SMILES: Cc1ccn[n+](C)c1
LUMO energy, eV: -5.412
HOMO level, eV: -14.84
Orbital gap, eV: 9.43

Results of the natural (NBO) charge analysis, in e, for atoms 1 through 8: number 1, C, carries 0.15; number 2, C, carries 0.04; number 3, C, carries 0.05; number 4, C, carries -0.21; number 5, C, carries -0.66; number 6, C, carries -0.45; number 7, N, carries -0.13; number 8, N, carries -0.11

***

(12)
C6H9N2O2 | the ωB97M-V functional and the def2-TZVPD basis

The geometry in ORCA input format:
```
! wB97M-V def2-TZVPD RIJCOSX def2/J DEFGRID3
* xyz -1 1
C 2.427 -1.787 -1.039
C 1.530 1.605 -0.181
C 0.705 -0.408 0.249
C 1.837 -0.526 -0.609
N 0.544 0.961 0.460
N 2.414 0.731 -0.861
H -0.214 1.529 0.997
H 1.577 2.690 -0.106
H -0.065 -1.050 0.684
H 2.737 -2.452 -0.282
H 3.388 -1.447 -1.615
H 1.841 -2.308 -1.822
C -2.557 0.084 -0.047
C -2.669 0.592 1.515
O -1.809 1.362 1.915
O -3.799 0.347 1.958
H -2.516 0.950 -0.779
H -3.555 -0.209 -0.281
H -1.816 -0.666 -0.154
*
```

Calculated values
Relative energy (zero: lowest compared OMol25 entry of this formula, charge and spin), kcal/mol: 35.61
Largest force on an atom, eV/Å: 4.43
LUMO energy, eV: 3.607
HOMO level, eV: -4.41
Orbital gap, eV: 8.02

Results of the natural (NBO) charge analysis, in e, for atoms 1 through 8: number 1, C, carries -0.64; number 2, C, carries 0.14; number 3, C, carries -0.13; number 4, C, carries 0.07; number 5, N, carries -0.52; number 6, N, carries -0.51; number 7, H, carries 0.49; number 8, H, carries 0.18